ORCA calculation (ωB97M-V/def2-TZVPD) on a molecular structure, C24H30BrN3O3OsS2Si2.

## Properties
Calculated total energy (eV): -145926.12850

Geometry as XYZ:
```
66
C24H30BrN3O3OsS2Si2 ωB97M-V/def2-TZVPD
Os -1.06954 0.18526 -0.80366
O -0.78632 1.88602 0.58250
C -0.52285 3.16549 0.03565
C -0.84254 3.18172 -1.42596
C -0.70141 4.31809 -2.20258
C -1.18036 4.30555 -3.49864
C -1.81669 3.16754 -3.96623
C -1.89503 2.06377 -3.14068
N -1.38417 2.05996 -1.90318
H 0.12921 1.60980 1.01725
H 0.51922 3.44079 0.21704
H -1.16192 3.90066 0.53446
H -0.23547 5.19873 -1.78090
H -1.07763 5.17746 -4.13065
H -2.24031 3.12171 -4.95879
H -2.36758 1.15121 -3.47395
S -3.33735 -0.25672 -0.98726
C -3.43501 -1.05264 -2.48332
C -4.74786 -1.39592 -2.95371
N -5.79664 -1.66687 -3.33629
C -2.33498 -1.38672 -3.22619
S -0.77017 -1.03589 -2.54956
C -2.39728 -2.05263 -4.48036
N -2.41030 -2.57069 -5.50765
C -0.51314 -3.94729 1.72464
Si 0.30481 -2.36994 1.09399
C 1.16038 -2.92397 -0.48599
C 1.64203 -1.90333 2.33042
C -1.07138 -1.06938 0.86310
Si -1.65257 -0.28843 2.51598
C -3.24785 0.67020 2.25551
C -0.44426 0.80904 3.45365
C -2.08025 -1.69304 3.69837
H 0.22596 -4.75246 1.71349
H -1.33558 -4.25301 1.07238
H -0.90276 -3.86750 2.73794
H 1.80978 -3.76853 -0.23840
H 1.77538 -2.14509 -0.93518
H 0.44540 -3.27903 -1.22961
H 2.23556 -2.80123 2.52646
H 1.22722 -1.57818 3.28611
H 2.32300 -1.13135 1.97537
H -1.95647 -1.71774 0.75383
H -3.13285 1.49179 1.54652
H -3.56205 1.09507 3.21292
H -4.05305 0.02114 1.90587
H -0.54322 1.86126 3.18130
H 0.59969 0.52862 3.33129
H -0.69755 0.72711 4.51478
H -2.68762 -2.46728 3.22674
H -2.65597 -1.27921 4.53092
H -1.19003 -2.16214 4.12218
Br 7.90550 -0.23452 -0.89241
C 6.06432 0.09906 -0.59820
C 5.66270 0.67198 0.59808
C 4.31433 0.90917 0.80841
C 3.38141 0.57085 -0.16517
C 3.80400 -0.00156 -1.35981
C 5.15007 -0.23777 -1.58397
C 1.92658 0.80450 0.09302
O 1.58991 1.38824 1.15214
O 1.11883 0.36797 -0.77607
H 6.39455 0.92589 1.35180
H 3.96977 1.35474 1.73165
H 3.07052 -0.26013 -2.11092
H 5.48789 -0.68019 -2.51048
```

=====

ORCA calculation (ωB97M-V/def2-TZVPD) on a single C24H30ClN5O3S molecule.

## Properties
Calculated total energy (eV): -62328.05966
SMILES: CCN(CC)CCCNC(=O)c1sc2ncn(CC(=O)Nc3ccc(C)c(Cl)c3)c(=O)c2c1C

Geometry as XYZ:
```
64
C24H30ClN5O3S ωB97M-V/def2-TZVPD
C 7.87759 2.15093 -0.90805
C 6.70451 1.33061 -0.36238
N 6.23868 0.24527 -1.21330
C 5.70532 0.70926 -2.48481
C 4.77403 -0.30620 -3.13737
C 7.18028 -0.86616 -1.32557
C 6.54575 -2.22659 -0.99936
C 5.95259 -2.26922 0.40752
N 4.81294 -1.38860 0.48916
C 3.63125 -1.76650 1.00609
O 3.44880 -2.85344 1.53068
C 2.56640 -0.73901 0.91308
S 2.83262 0.72110 -0.02503
C 1.26985 1.30367 0.38413
N 0.78127 2.48280 -0.04665
C -0.39523 2.79010 0.37257
N -1.15800 2.02909 1.19383
C -2.45182 2.50869 1.64101
C -3.60141 1.97978 0.75316
O -4.17007 2.70571 -0.03007
N -3.85074 0.67338 0.97941
C -4.81580 -0.14622 0.38839
C -4.83750 -1.48912 0.75761
C -5.77992 -2.34176 0.21847
C -6.72591 -1.89709 -0.69701
C -7.75026 -2.81792 -1.27822
C -6.68235 -0.55119 -1.05279
Cl -7.83228 0.06457 -2.18850
C -5.74893 0.32493 -0.52865
C -0.74164 0.76051 1.63975
O -1.49533 0.08459 2.32538
C 0.58202 0.41332 1.20573
C 1.32891 -0.76592 1.50128
C 0.78829 -1.85832 2.35167
H 7.59293 2.67780 -1.81513
H 8.72843 1.51081 -1.13126
H 8.18467 2.88502 -0.16782
H 6.98627 0.89493 0.60043
H 5.85344 1.99642 -0.18793
H 5.13567 1.61944 -2.28088
H 6.50941 0.96047 -3.19640
H 4.01562 -0.63294 -2.43098
H 5.32268 -1.17230 -3.49700
H 4.27812 0.15611 -3.98733
H 8.00369 -0.70816 -0.62384
H 7.61327 -0.90921 -2.33431
H 5.75918 -2.46163 -1.71464
H 7.32016 -2.99113 -1.08240
H 5.61327 -3.27688 0.66264
H 6.70825 -1.96298 1.14175
H 4.94548 -0.52332 -0.03226
H -0.81727 3.73163 0.05099
H -2.46373 3.59848 1.59769
H -2.60228 2.17139 2.67065
H -3.22908 0.20258 1.64043
H -4.11296 -1.85809 1.46856
H -5.78564 -3.38014 0.51477
H -7.65682 -2.85043 -2.36301
H -8.75299 -2.46062 -1.04714
H -7.63360 -3.82328 -0.88324
H -5.74429 1.36027 -0.82565
H 0.42271 -1.44771 3.29105
H 1.55104 -2.60740 2.53517
H -0.05964 -2.32232 1.84920
```

=====

ORCA calculation (ωB97M-V/def2-TZVPD) on a single C24H30F2N4O2 molecule.

## Properties
Calculated total energy (eV): -40866.67453
SMILES: O=C(NCCCN1CCN(CCCNC(=O)c2ccc(F)cc2)CC1)c1ccc(F)cc1

Geometry as XYZ:
```
62
C24H30F2N4O2 ωB97M-V/def2-TZVPD
O 2.10788 4.23307 -1.15442
C 1.98424 3.02677 -1.25935
N 2.88574 2.23877 -1.88525
C 4.15781 2.75707 -2.33382
C 5.32957 1.92582 -1.81511
C 5.34659 1.82877 -0.28770
N 4.25389 1.01113 0.21658
C 4.52626 -0.41248 0.13958
C 3.26415 -1.18594 0.50823
N 2.89728 -0.86159 1.87085
C 1.85379 -1.69836 2.42630
C 0.45191 -1.49390 1.83283
C -0.51240 -2.61576 2.21901
N -1.82586 -2.40132 1.65199
C -2.09389 -2.74934 0.36911
O -1.30654 -3.36425 -0.32648
C -3.43884 -2.33369 -0.13240
C -4.53578 -2.14854 0.70352
C -5.75448 -1.75993 0.17986
C -5.86181 -1.55448 -1.18434
F -7.04800 -1.16613 -1.69375
C -4.79303 -1.74742 -2.04099
C -3.58462 -2.14628 -1.50441
C 2.64104 0.56045 1.98495
C 3.88609 1.34465 1.58041
C 0.78366 2.31080 -0.72292
C 0.12411 2.88744 0.35907
C -0.99077 2.28598 0.91081
C -1.44702 1.10656 0.35135
F -2.52956 0.50198 0.89687
C -0.83102 0.52214 -0.74041
C 0.29107 1.13120 -1.27426
H 2.85180 1.24493 -1.72202
H 4.22354 3.78941 -1.97857
H 4.17758 2.76957 -3.43089
H 5.28442 0.92615 -2.25097
H 6.25767 2.39176 -2.14914
H 6.32429 1.44058 0.04535
H 5.23076 2.83544 0.12065
H 4.82866 -0.67272 -0.87679
H 5.33862 -0.70244 0.82875
H 3.45639 -2.25876 0.44169
H 2.46862 -0.92504 -0.21218
H 1.82259 -1.51031 3.50429
H 2.15928 -2.73722 2.27517
H 0.51875 -1.47384 0.74391
H 0.04529 -0.53652 2.16745
H -0.60855 -2.68856 3.30502
H -0.14454 -3.56585 1.82436
H -2.40341 -1.69812 2.08450
H -4.45460 -2.33094 1.76430
H -6.61688 -1.61561 0.81132
H -4.91698 -1.58935 -3.10059
H -2.73311 -2.32529 -2.14404
H 2.39050 0.78775 3.02369
H 1.80619 0.88177 1.34086
H 3.66631 2.41357 1.63260
H 4.70320 1.11383 2.28548
H 0.50486 3.81510 0.75780
H -1.50598 2.71687 1.75478
H -1.22789 -0.39128 -1.15453
H 0.76305 0.69170 -2.14018
```

=====

ORCA calculation (ωB97M-V/def2-TZVPD) on a molecular structure, C24H30F3N2O2S5ScSi at a distorted geometry.

## Properties
Calculated total energy (eV): -123366.18537
Total charge: -2

Geometry as XYZ:
```
68
C24H30F3N2O2S5ScSi ωB97M-V/def2-TZVPD
Sc -0.67993 -0.04120 0.81021
C 1.62828 1.68268 1.26740
C 0.27235 2.18402 1.13987
C 0.19104 2.74510 -0.19136
C 1.39100 2.51529 -0.84664
C 2.27419 1.86313 0.05293
C 3.68932 1.46272 -0.23145
C 1.73447 2.85038 -2.26617
C -0.95148 3.61701 -0.62942
C -0.45429 2.87740 2.28845
C 2.29297 1.19758 2.52682
H 3.79789 0.37779 -0.19856
H 4.36603 1.88481 0.51871
H 4.00372 1.81312 -1.21326
H 2.01758 1.94905 -2.81585
H 2.57324 3.55302 -2.31161
H 0.87975 3.30052 -2.76779
H -1.88055 3.28647 -0.16426
H -1.08777 3.60871 -1.71240
H -0.77085 4.65529 -0.32141
H -0.05448 3.89365 2.40043
H -0.31362 2.34444 3.23006
H -1.52716 2.95721 2.09496
H 2.38132 0.10706 2.54251
H 1.72859 1.50025 3.40750
H 3.29895 1.61886 2.60288
C -3.40610 1.33268 -1.77610
C -2.09248 0.80068 -2.27475
C -1.81647 0.82043 -3.63279
C -0.63768 0.23050 -4.08286
C 0.20685 -0.36266 -3.18458
C -0.10220 -0.33110 -1.80238
N -1.25746 0.26994 -1.38242
N 0.64876 -0.83372 -0.82433
Si 1.77202 -2.11951 -0.95220
C 0.97646 -3.63459 -1.82948
C 2.19988 -2.55119 0.85808
C 3.42985 -1.91904 -1.93183
H -4.21599 0.73719 -2.19793
H -3.56291 2.36887 -2.07326
H -3.44545 1.25918 -0.69111
H -2.50666 1.29711 -4.31506
H -0.39573 0.24640 -5.13863
H 1.12451 -0.82981 -3.50164
H -0.10475 -3.55053 -1.78448
H 1.25467 -4.58044 -1.37241
H 1.25975 -3.67574 -2.87883
H 1.41136 -2.17722 1.51556
H 3.14150 -2.12041 1.18859
H 2.26576 -3.62522 1.00405
H 3.25342 -1.60473 -2.95688
H 3.96173 -2.86703 -1.96966
H 4.09929 -1.19287 -1.48469
S -5.13886 -1.46589 6.63092
C -4.12804 -1.02866 5.40273
S -4.67862 -0.29029 3.93489
C -3.10531 -0.05868 3.18130
C -2.03438 -0.51200 3.88535
S -0.38001 -0.43517 3.43043
S -2.40901 -1.21877 5.45073
S -3.06775 0.73752 1.65760
F -2.25382 -4.12228 -0.66744
C -1.92542 -4.34920 0.62116
F -2.82866 -5.24461 1.07530
F -0.74627 -5.01361 0.59142
C -1.87412 -3.01581 1.51828
O -2.24729 -3.14747 2.66074
O -1.44498 -2.02656 0.88600
```

=====

ORCA calculation (ωB97M-V/def2-TZVPD) on 3 unconnected molecules or ions with the total composition C24H30FIO6S at a distorted geometry.

## Properties
Calculated total energy (eV): -59302.70767
SMILES: Cc1cccc2c1C(=O)c1c(ccc(S(=O)(=O)F)c1CCCI)C2=O.CC(C)O.CC(C)O

Geometry as XYZ:
```
63
C24H30FIO6S ωB97M-V/def2-TZVPD
C 2.03913 2.93259 0.88388
C 2.20272 1.68429 -0.09368
C 3.64383 1.22030 -0.51160
C 3.88295 0.01070 -1.44928
C 2.70557 -0.83879 -2.03862
C 1.27579 -0.38309 -1.63302
C 1.02884 0.84459 -0.67782
C -0.50300 1.18491 -0.29415
O -0.84347 2.38818 -0.20153
C -1.43861 -0.07666 -0.04849
C -1.19356 -1.30281 -1.00488
C -1.95700 -2.63970 -0.91027
C -3.06040 -2.74977 0.17424
C -3.33904 -1.55050 1.15248
S -4.64541 -1.86163 2.42330
O -5.45919 -3.04708 1.94837
O -3.91628 -2.32751 3.69553
F -5.57190 -0.52262 2.80115
C -2.54022 -0.19976 1.02440
C -2.84911 1.03689 1.98084
C -3.78205 2.09614 1.17690
C -4.87136 1.41910 0.21119
I -4.25700 1.28897 -1.88839
C -0.04624 -1.15833 -2.13047
O -0.21808 -1.58957 -3.29214
H 3.05411 3.48560 0.87419
H 1.25706 3.69163 0.54781
H 1.87157 2.61229 1.96935
H 4.51052 1.82905 -0.08119
H 4.93284 -0.32752 -1.72748
H 2.86044 -1.73830 -2.73009
H -1.72901 -3.50839 -1.60461
H -3.67252 -3.71762 0.25482
H -3.43284 0.70998 2.90510
H -1.88732 1.55726 2.35419
H -3.18492 2.84992 0.56354
H -4.35689 2.71600 1.96711
H -5.19846 0.37056 0.51268
H -5.82055 2.07442 0.26402
C -0.98443 -5.27820 2.46285
C -0.34751 -4.12220 3.21862
C -0.38819 -4.35381 4.72106
O -1.03715 -2.91534 2.90640
H -2.03774 -5.39215 2.73951
H -0.95837 -5.09282 1.38520
H -0.46596 -6.21837 2.66879
H 0.68952 -3.99758 2.89388
H -1.42072 -4.43601 5.07536
H 0.06211 -3.51054 5.25158
H 0.14837 -5.26621 4.99482
H -1.96203 -3.01046 3.18607
C 3.43612 3.36933 -4.82680
C 4.20509 3.70852 -3.55976
C 5.33797 4.68268 -3.84348
O 4.73813 2.51244 -2.99438
H 4.08975 2.89190 -5.56415
H 2.63282 2.66004 -4.60981
H 2.99995 4.26535 -5.27574
H 3.52427 4.14156 -2.82144
H 6.05727 4.25074 -4.54689
H 5.88892 4.90849 -2.92637
H 4.95871 5.61805 -4.26290
H 5.34213 2.12090 -3.63981
```

=====

ORCA calculation (ωB97M-V/def2-TZVPD) on a molecular structure, C24H30FeN4Se2 at a distorted geometry.

## Properties
Calculated total energy (eV): -196401.79243
Total charge: +2
Multiplicity: 5
Expectation value of S²: 6.024

Geometry as XYZ:
```
61
C24H30FeN4Se2 ωB97M-V/def2-TZVPD
Fe -0.08852 0.69580 0.14702
C -0.54582 0.30100 -4.01138
C 0.75208 0.53720 -4.49008
C 1.75798 0.72100 -3.57018
C 1.46328 0.69750 -2.20298
N 0.17988 0.52290 -1.74338
C -0.77112 0.29200 -2.65638
C 2.40758 0.83680 -1.13658
C 3.79638 0.78570 -1.12038
C 4.43598 0.83000 0.11792
C 3.70368 0.84630 1.30242
C 2.30858 0.88730 1.23162
N 1.74328 0.98830 0.02502
C 1.37598 0.77610 2.31112
C 1.75318 0.86320 3.66692
C 0.83258 0.63650 4.65972
C -0.48312 0.30510 4.29362
C -0.79572 0.26370 2.96052
N 0.08268 0.51900 1.98422
H -1.35962 0.12560 -4.69438
H 0.95438 0.55560 -5.54968
H 2.77778 0.87650 -3.88138
H -1.75972 0.08210 -2.26978
H 4.36438 0.68790 -2.03078
H 5.51378 0.80690 0.15912
H 4.21818 0.79790 2.24942
H 2.77388 1.09670 3.91842
H 1.10658 0.69510 5.70062
H -1.23262 0.08360 5.03542
H -1.79542 -0.00060 2.63522
C -4.39432 1.03470 -0.53748
Se -2.55942 0.91010 0.22362
C -2.67002 2.57290 1.28892
C -1.98792 3.71860 0.56922
Se -0.15472 3.21240 -0.01268
C -0.36232 3.68520 -1.89278
H -5.10262 0.90120 0.28082
H -4.51912 0.23150 -1.26378
H -4.54942 2.00160 -1.01518
H -2.19562 2.37580 2.25192
H -3.72782 2.77770 1.46252
H -1.88912 4.57800 1.23502
H -2.53582 4.02120 -0.32548
H -0.56602 4.75400 -1.95128
H -1.17442 3.11820 -2.34958
H 0.57538 3.46710 -2.39938
C 1.18108 -4.32610 -0.62218
C -0.10502 -3.89970 0.09752
C -1.33872 -4.42290 -0.65848
C -0.09402 -4.40120 1.54962
C -0.21792 -2.47140 0.11542
N -0.39062 -1.33210 0.12722
H 1.22158 -5.41180 -0.64338
H 2.06228 -3.96060 -0.09998
H 1.19598 -3.96190 -1.64678
H -1.31182 -5.50860 -0.66138
H -1.33462 -4.07190 -1.68808
H -2.25792 -4.09770 -0.17668
H -0.07222 -5.48720 1.54082
H -0.98332 -4.07670 2.08462
H 0.78798 -4.04280 2.07622
```

=====

Which value of calculated total energy does entry 6 give? -196401.79243 eV

=====

What is the formula in the fifth record? C24H30FIO6S

=====

The highest calculated total energy belongs to which entry? C24H30F2N4O2

=====

What is the calculated total energy in the first record? -145926.12850 eV